Entry from the OMol25 dataset: 2 unconnected molecules or ions with the total composition C2H9NSi (ωB97M-V with the def2-TZVPD basis set).

```
13
Properties=species:S:1:pos:R:3:nbo_charge:R:1
C 1.660 -0.509 0.002 -0.65
C 0.720 0.370 -0.800 -0.79
N -2.106 -0.811 0.066 -1.31
Si -1.115 0.539 0.090 1.44
H 1.440 -0.285 1.115 0.23
H 1.621 -1.601 -0.140 0.21
H 2.705 -0.281 -0.299 0.21
H 0.717 0.107 -1.822 0.22
H 1.008 1.532 -0.671 0.24
H -1.604 -1.611 0.454 0.40
H -3.107 -0.862 0.107 0.42
H -0.003 1.743 2.120 -0.41
H -1.936 1.669 -0.223 -0.21
```

The calculation puts the HOMO energy at -7.89 eV. The energy above the lowest of the compared OMol25 structures with the same formula, charge and spin is 370.5 kJ/mol. As for the LUMO energy: 0.24 eV.